C37H43CeN10O2S | ωB97M-V/def2-TZVPD

Cartesian coordinates (Å):
1 Ce 0.51084 0.15952 -0.30708
2 C -3.33855 -2.75660 -1.46265
3 C -3.40561 -1.79466 -0.27342
4 C -2.80655 -0.41348 -0.59884
5 N -1.83746 0.07077 0.37378
6 C -2.25591 0.38997 1.59162
7 C -3.62703 0.46911 1.91808
8 C -4.28607 0.63363 3.12012
9 C -3.78449 0.72482 4.41072
10 C -2.44717 0.74102 4.73967
11 C -1.32257 0.74800 3.92091
12 C -1.17496 0.70737 2.52745
13 N 0.01337 0.87203 1.93226
14 C 1.18442 1.16877 2.74979
15 C 1.88415 -0.08645 3.25832
16 C 2.60854 -0.82130 2.13446
17 N 1.72765 -1.39035 1.11262
18 C 1.29990 -2.63756 1.26284
19 C 1.47253 -3.37275 2.45760
20 C 1.42301 -4.73064 2.70902
21 C 1.24634 -5.79174 1.83191
22 C 0.93355 -5.66718 0.49445
23 C 0.59865 -4.53243 -0.23716
24 C 0.53943 -3.16984 0.11559
25 N -0.02310 -2.24503 -0.65809
26 C -0.75863 -2.68074 -1.84683
27 C -2.02130 -3.52108 -1.57665
28 H -3.53555 -2.20519 -2.39086
29 H -4.14253 -3.49056 -1.38220
30 H -2.86614 -2.22303 0.57632
31 H -4.44215 -1.68375 0.04828
32 H -3.60487 0.32221 -0.74998
33 H -2.29800 -0.46796 -1.55602
34 H -4.29055 0.36825 1.07122
35 H -5.36694 0.66075 3.03385
36 H -4.49947 0.78193 5.22066
37 H -2.22171 0.78105 5.79983
38 H -0.39544 0.79359 4.47182
39 H 0.93277 1.83635 3.57613
40 H 1.89423 1.71309 2.12832
41 H 1.15892 -0.74673 3.74123
42 H 2.62281 0.19148 4.01477
43 H 3.23993 -1.60821 2.55278
44 H 3.28104 -0.11736 1.63408
45 H 1.72324 -2.77161 3.32008
46 H 1.60874 -4.99972 3.74304
47 H 1.36124 -6.79204 2.22704
48 H 0.87367 -6.59388 -0.06612
49 H 0.26588 -4.74511 -1.24554
50 H -0.08608 -3.22979 -2.51874
51 H -1.02475 -1.78416 -2.41085
52 H -1.87824 -4.08643 -0.65305
53 H -2.11349 -4.26391 -2.37320
54 N -1.04462 7.37197 2.45158
55 C -0.47102 6.39999 1.67083
56 C 0.36840 5.43390 2.23727
57 C 0.90522 4.43035 1.45766
58 C 0.61087 4.38205 0.10053
59 C -0.21323 5.34422 -0.48717
60 C -0.75152 6.33754 0.29663
61 S 1.26138 3.14337 -0.90997
62 O 1.91602 3.71534 -2.03683
63 O 2.03164 2.19809 -0.05179
64 N 0.06982 2.14595 -1.32036
65 C -0.62285 2.10730 -2.53099
66 N -0.97360 3.20874 -3.16789
67 C -1.68920 3.01938 -4.27793
68 C -2.07209 1.76165 -4.71824
69 C -1.63746 0.68498 -3.97041
70 N -0.87318 0.84548 -2.89114
71 H -0.63249 7.55763 3.34949
72 H -1.41845 8.18495 1.99291
73 H 0.60109 5.47910 3.29415
74 H 1.56439 3.69957 1.89884
75 H -0.43387 5.30078 -1.54684
76 H -1.39720 7.08430 -0.14922
77 H -1.96449 3.91184 -4.82720
78 H -2.66833 1.62711 -5.60779
79 H -1.87476 -0.33515 -4.25266
80 C 3.92892 -3.90477 -3.13990
81 C 3.56011 -2.48135 -2.89027
82 C 4.06414 -1.29611 -3.38249
83 C 3.31631 -0.27925 -2.77546
84 N 2.39203 -0.80403 -1.95965
85 N 2.56296 -2.14340 -2.06439
86 C 3.47827 1.18772 -2.98209
87 H 4.85511 -3.95412 -3.70734
88 H 3.15427 -4.41710 -3.71249
89 H 4.07436 -4.44671 -2.20442
90 H 4.87519 -1.17544 -4.08117
91 H 2.01060 -2.75296 -1.48609
92 H 4.39209 1.37933 -3.54155
93 H 3.54692 1.72452 -2.03989
94 H 2.64873 1.61082 -3.54963

- HOMO: -0.3510 Ha
- DFT total energy: -3006.94211 a.u.
- 2S+1: 1
- Charge: +1
- Relative energy (zero: lowest compared OMol25 entry of this formula, charge and spin): 0.000 eV
- E_LUMO: -0.1351 Ha

Quick look at the Löwdin charges, all values in e:
1. Ce 1.373
2. C -0.195
3. C -0.162
4. C -0.225
5. N -0.072
6. C -0.204
7. C 0.003
8. C -0.057
9. C -0.089
10. C -0.062
11. C 0.000
12. C -0.195
13. N -0.074
14. C -0.238
15. C -0.150
16. C -0.199
17. N -0.073
18. C -0.209
19. C -0.001
20. C -0.059
21. C -0.090
22. C -0.062
23. C -0.024
24. C -0.258
25. N -0.087
26. C -0.213
27. C -0.171
28. H 0.114
29. H 0.113
30. H 0.123
31. H 0.108
32. H 0.124
33. H 0.057
34. H 0.094
35. H 0.113
36. H 0.105
37. H 0.112
38. H 0.092
39. H 0.118
40. H 0.081
41. H 0.108
42. H 0.128
43. H 0.121
44. H 0.127
45. H 0.096
46. H 0.114
47. H 0.106
48. H 0.113
49. H 0.100
50. H 0.110
51. H 0.083
52. H 0.109
53. H 0.118
54. N 0.119
55. C -0.305
56. C -0.012
57. C -0.044
58. C -0.294
59. C -0.044
60. C -0.013
61. S 0.648
62. O -0.235
63. O -0.395
64. N -0.246
65. C -0.435
66. N 0.165
67. C -0.082
68. C -0.029
69. C -0.097
70. N 0.102
71. H 0.100
72. H 0.100
73. H 0.117
74. H 0.096
75. H 0.109
76. H 0.118
77. H 0.120
78. H 0.109
79. H 0.120
80. C -0.005
81. C -0.277
82. C 0.030
83. C -0.306
84. N 0.006
85. N 0.058
86. C -0.012
87. H 0.085
88. H 0.086
89. H 0.086
90. H 0.119
91. H 0.111
92. H 0.091
93. H 0.062
94. H 0.085

---

C37H43ClN12O4PRbSSbSe4 | ωB97M-V/def2-TZVPD

Cartesian coordinates (Å):
1 Rb -0.00959 -1.10423 0.62055
2 C 0.12729 -4.54451 1.71119
3 C 1.56904 -4.00019 1.73242
4 N 2.10561 -3.74549 0.35307
5 C 2.20235 -4.87264 -0.57371
6 C 1.77813 -4.49612 -2.05781
7 S 0.55890 -3.22513 -2.34997
8 C -1.03972 -3.89357 -1.93830
9 C -1.11196 -4.72128 -0.60255
10 N -0.63886 -3.93107 0.58049
11 H -0.33224 -4.32453 2.68060
12 H 0.18168 -5.63354 1.68049
13 H 2.09114 -4.74618 2.34311
14 H 1.65385 -3.07952 2.27522
15 H 2.98039 -3.23560 0.37397
16 H 1.53769 -5.63062 -0.24313
17 H 3.23587 -5.30422 -0.68338
18 H 1.61147 -5.39091 -2.71443
19 H 2.60327 -4.08839 -2.62289
20 H -1.47411 -4.45570 -2.76696
21 H -1.61686 -2.96997 -1.70119
22 H -0.57767 -5.69502 -0.74357
23 H -2.18079 -5.06685 -0.50500
24 H -1.46839 -3.51225 0.91732
25 N -3.82277 0.11252 3.07952
26 C -2.85591 0.04084 2.13462
27 N -1.69773 0.66329 2.15716
28 C -1.42407 1.37732 3.27735
29 N -0.22542 1.82056 3.53439
30 N 0.71966 1.42873 2.57477
31 C 1.89894 1.48958 2.95788
32 C 3.09410 1.03345 2.14524
33 C 4.33041 1.60764 2.32088
34 C 5.38367 1.14986 1.45159
35 C 5.09394 0.18021 0.51582
36 C 3.81432 -0.30794 0.41481
37 N 2.82217 0.09679 1.23260
38 C -2.49613 1.62723 4.28810
39 C -2.27029 2.57217 5.29983
40 C -3.13519 2.54216 6.38387
41 C -4.24899 1.75073 6.37724
42 C -4.55006 0.95894 5.28436
43 C -3.69139 0.95104 4.17149
44 H -4.64095 -0.50407 3.06530
45 H -3.05341 -0.55882 1.23935
46 H 2.14370 1.85757 3.93816
47 H 4.52038 2.41958 2.94382
48 H 6.42037 1.44308 1.46437
49 H 5.88970 -0.16716 -0.14835
50 H 3.62314 -0.98013 -0.38363
51 H -1.32503 3.12024 5.32722
52 H -2.97701 3.24084 7.20007
53 H -4.93362 1.84775 7.20471
54 H -5.51971 0.46245 5.21695
55 O -5.84184 0.34125 -3.01224
56 C -5.39264 1.47298 -2.48071
57 O -6.10175 2.45840 -2.41749
58 C -3.94754 1.57463 -2.00524
59 C -3.29575 2.77411 -1.80375
60 Cl -3.78969 4.37979 -2.01690
61 N -2.06471 2.46069 -1.35371
62 N -1.98095 1.13413 -1.07267
63 C -3.07996 0.59352 -1.53895
64 C -3.25719 -0.90637 -1.37569
65 O -4.11971 -1.38578 -2.15369
66 O -2.54721 -1.43332 -0.48621
67 C -1.00744 3.35918 -1.07601
68 C -0.79688 4.39618 -1.98693
69 C 0.14926 5.36986 -1.74179
70 C 0.93946 5.17494 -0.60918
71 C 0.75622 4.13716 0.27632
72 C -0.26221 3.22696 0.03353
73 H -5.13659 -0.35669 -2.88568
74 H -1.39018 4.47675 -2.89224
75 H 0.31919 6.23584 -2.37867
76 H 1.70956 5.90398 -0.39136
77 H 1.41967 3.98358 1.12499
78 H -0.51353 2.47383 0.79167
79 Se -0.39724 -5.04373 6.57965
80 Sb -1.17552 -3.27358 5.28113
81 Se -3.57307 -2.41990 5.79446
82 Se -2.97874 -3.60312 3.68922
83 Se -0.06798 -1.56438 4.16188
84 C 3.75115 1.22811 -3.93603
85 N 2.87464 2.23945 -3.40495
86 C 1.86807 2.54087 -4.45501
87 N 1.14958 1.35041 -4.89812
88 C 2.04774 0.32664 -5.34348
89 N 3.10572 0.01830 -4.37797
90 C 2.48200 -0.62387 -3.24549
91 P 1.18635 0.27251 -2.29748
92 C 2.25089 1.86690 -2.15418
93 C 0.29006 0.84792 -3.86749
94 H 4.48438 0.94809 -3.23786
95 H 4.28710 1.62050 -4.78011
96 H 2.39835 2.99069 -5.35347
97 H 1.10270 3.23177 -4.02895
98 H 2.62999 0.67672 -6.19881
99 H 1.53072 -0.57037 -5.59121
100 H 3.26680 -0.87035 -2.52264
101 H 2.06362 -1.57234 -3.58660
102 H 3.04413 1.68385 -1.43057
103 H 1.59150 2.64357 -1.83982
104 H -0.45153 1.63511 -3.66644
105 H -0.20231 -0.03424 -4.27202

- HOMO: -0.1928 Ha
- DFT total energy: -13463.70113 a.u.
- 2S+1: 1
- Charge: -1
- Relative energy (zero: lowest compared OMol25 entry of this formula, charge and spin): 0.392 eV
- E_LUMO: 0.0588 Ha

Here are the Löwdin charges for atoms 1 to 99, given in e:
1. Rb 0.545
2. C -0.210
3. C -0.217
4. N -0.082
5. C -0.242
6. C -0.464
7. S 0.848
8. C -0.462
9. C -0.231
10. N -0.113
11. H 0.023
12. H 0.111
13. H 0.113
14. H 0.034
15. H 0.090
16. H 0.071
17. H 0.120
18. H 0.087
19. H 0.039
20. H 0.075
21. H 0.042
22. H 0.106
23. H 0.124
24. H 0.029
25. N 0.132
26. C -0.146
27. N 0.037
28. C -0.370
29. N 0.065
30. N -0.004
31. C -0.129
32. C -0.253
33. C 0.005
34. C -0.038
35. C -0.086
36. C -0.148
37. N 0.100
38. C -0.084
39. C -0.003
40. C -0.096
41. C -0.096
42. C -0.055
43. C -0.213
44. H 0.161
45. H 0.104
46. H 0.114
47. H 0.088
48. H 0.100
49. H 0.110
50. H 0.076
51. H 0.112
52. H 0.102
53. H 0.104
54. H 0.112
55. O 0.109
56. C -0.481
57. O 0.045
58. C -0.054
59. C -0.578
60. Cl 0.827
61. N -0.065
62. N 0.170
63. C -0.150
64. C -0.578
65. O 0.004
66. O -0.158
67. C -0.232
68. C -0.087
69. C -0.069
70. C -0.099
71. C -0.068
72. C -0.021
73. H 0.061
74. H 0.087
75. H 0.109
76. H 0.099
77. H 0.106
78. H 0.094
79. Se -0.129
80. Sb -0.232
81. Se 0.019
82. Se -0.020
83. Se 0.013
84. C -0.223
85. N -0.143
86. C -0.159
87. N -0.170
88. C -0.197
89. N -0.144
90. C -0.406
91. P 0.987
92. C -0.295
93. C -0.323
94. H 0.107
95. H 0.117
96. H 0.140
97. H 0.122
98. H 0.124
99. H 0.119